78
Properties=species:S:1:pos:R:3:mulliken_charge:R:1 method="wB97M-V/def2-TZVPD" total_charge=+1 molar_mass_da=472.1 homo_energy_ev=-12.57
C 2.617 -2.573 4.401 -1.03
C 2.794 -2.757 3.083 -0.74
C 2.249 -1.917 1.929 0.57
C 2.124 -2.831 0.730 -0.95
C 2.689 -2.671 -0.451 -1.25
N 3.336 -0.914 1.626 0.17
C 3.518 0.074 2.723 -0.90
C 2.194 0.776 2.894 -0.67
N 1.102 -0.144 3.256 0.07
C -0.032 0.682 3.598 0.84
F 0.243 1.294 4.763 -0.30
F -1.144 -0.028 3.759 -0.22
F -0.281 1.652 2.705 -0.25
C 0.894 -1.184 2.249 1.29
Cl 0.358 -0.463 0.651 0.14
C -0.098 -2.292 2.682 -2.28
C -1.470 -2.337 1.998 0.16
C -2.384 -3.296 2.764 -0.98
O -1.959 -4.645 2.695 -0.54
H 3.485 -2.647 5.052 0.33
H 1.665 -2.462 4.905 0.22
H 3.389 -3.610 2.756 0.53
H 1.537 -3.724 0.900 0.46
H 3.440 -1.924 -0.680 0.40
H 2.383 -3.307 -1.269 0.35
H 3.082 -0.390 0.780 0.31
H 4.196 -1.419 1.402 0.54
H 4.247 0.816 2.397 0.49
H 3.897 -0.406 3.617 0.35
H 2.322 1.557 3.640 0.59
H 1.972 1.283 1.947 0.41
H 0.346 -3.276 2.553 0.60
H -0.291 -2.143 3.744 0.80
H -1.962 -1.367 2.010 0.04
H -1.370 -2.746 0.991 0.31
H -3.391 -3.215 2.359 0.44
H -2.455 -2.956 3.805 0.37
H -1.319 -4.804 3.394 0.34
C 2.935 0.091 -7.344 -1.21
C 2.129 0.981 -6.403 -0.37
C 2.899 1.398 -5.150 -0.78
C 3.327 0.240 -4.246 -0.78
C 2.182 -0.642 -3.748 -0.15
C 1.168 0.107 -2.890 -0.92
H 3.220 -0.850 -6.870 0.29
H 2.357 -0.156 -8.234 0.38
H 3.847 0.595 -7.669 0.30
H 1.200 0.474 -6.125 0.23
H 1.831 1.885 -6.938 0.40
H 2.290 2.104 -4.578 0.31
H 3.794 1.950 -5.451 0.40
H 3.859 0.654 -3.382 0.32
H 4.052 -0.386 -4.771 0.39
H 2.610 -1.462 -3.162 -0.05
H 1.670 -1.110 -4.592 0.36
H 1.650 0.552 -2.014 0.13
H 0.386 -0.568 -2.535 0.38
H 0.680 0.906 -3.447 0.37
C -6.315 4.306 0.431 -1.20
C -5.768 3.187 -0.451 -0.41
C -5.407 1.922 0.325 -0.75
C -4.305 2.103 1.371 -0.66
C -2.981 2.638 0.826 -0.25
C -2.333 1.711 -0.199 -0.71
H -5.582 4.635 1.170 0.28
H -6.585 5.176 -0.168 0.38
H -7.209 3.978 0.965 0.30
H -4.900 3.550 -1.007 0.22
H -6.521 2.928 -1.199 0.41
H -5.114 1.142 -0.384 0.31
H -6.303 1.546 0.829 0.40
H -4.124 1.137 1.856 0.18
H -4.657 2.771 2.161 0.42
H -2.295 2.776 1.665 0.12
H -3.123 3.628 0.385 0.36
H -2.148 0.725 0.232 -0.13
H -1.377 2.116 -0.539 0.36
H -2.966 1.582 -1.078 0.37



14
Properties=species:S:1:pos:R:3:mulliken_charge:R:1 method="wB97M-V/def2-TZVPD" relative_energy_kj_mol=543.1 molar_mass_da=133.2 homo_energy_ev=-7.78
C 3.227 0.146 0.145 -0.70
C 0.441 0.053 -0.112 0.48
C -0.747 -0.748 -0.230 -0.44
C -1.905 0.095 0.052 -0.10
H 2.774 1.033 0.859 0.25
H 3.672 0.451 -1.021 0.24
H 4.120 -0.342 0.864 0.30
H -0.909 -1.903 -0.774 0.15
H -1.868 1.181 0.880 0.22
H -3.972 0.562 -0.137 0.33
H -3.747 -1.203 -0.509 0.28
N -3.263 -0.259 0.214 -0.58
S 1.812 -0.815 -0.051 -0.09
S 0.364 1.749 -0.180 -0.35



16
Properties=species:S:1:pos:R:3:mulliken_charge:R:1 method="wB97M-V/def2-TZVPD" relative_energy_kj_mol=18.7 molar_mass_da=60.1 homo_energy_ev=-11.68
C -1.355 0.351 -2.543 -0.89
C -0.003 0.380 -1.806 -0.61
H -2.121 0.832 -1.947 0.28
H -1.279 0.844 -3.505 0.29
H -1.763 -0.653 -2.696 0.27
H -0.018 1.219 -1.105 0.21
H 0.842 0.476 -2.480 0.37
H 0.095 -0.493 -1.159 0.09
C 1.086 0.227 2.484 -0.79
C 0.367 -0.943 1.837 -0.85
H 1.367 0.988 1.754 0.27
H 0.403 0.732 3.145 0.27
H 1.934 -0.149 3.052 0.27
H 0.987 -1.503 1.142 0.28
H -0.507 -0.697 1.224 0.23
H -0.035 -1.611 2.605 0.32



16
Properties=species:S:1:pos:R:3:mulliken_charge:R:1 method="wB97M-V/def2-TZVPD" relative_energy_kj_mol=18.0 molar_mass_da=95.1 homo_energy_ev=-7.67
C -2.461 -0.388 -0.150 -1.19
C -1.130 0.180 0.216 0.33
C -0.639 1.463 0.249 -0.56
C 0.787 1.374 0.220 -0.56
C 1.124 0.043 0.175 0.37
C 2.404 -0.678 -0.107 -1.10
N -0.049 -0.663 0.210 -0.09
H -2.715 -1.278 0.438 0.33
H -3.257 0.348 -0.031 0.33
H -2.433 -0.682 -1.208 0.26
H -1.231 2.372 0.206 0.39
H 1.493 2.193 0.176 0.42
H 2.186 -1.542 -0.749 0.31
H 3.077 -0.029 -0.673 0.31
H 2.949 -1.043 0.773 0.23
H -0.103 -1.670 0.255 0.23



106
Properties=species:S:1:pos:R:3:mulliken_charge:R:1 method="wB97M-V/def2-TZVPD" molar_mass_da=638.0 homo_energy_ev=-9.68
C -1.776 0.553 -5.064 -1.06
C -1.456 1.007 -3.679 0.85
O -1.807 2.086 -3.260 -0.58
O -0.752 0.126 -2.949 -0.47
C -1.073 0.183 -1.557 -0.27
C -0.083 1.007 -0.722 0.27
C 0.610 0.138 0.280 0.11
O 0.124 -0.097 1.356 -0.54
O 1.805 -0.447 -0.083 -0.31
C 2.923 0.433 0.006 -0.25
Cl 2.708 1.697 1.232 -0.20
B 4.248 -0.329 0.421 0.54
N 5.538 0.245 -0.020 -0.65
O 4.110 -1.431 1.181 -0.32
H -1.131 1.102 -5.742 0.37
H -1.598 -0.503 -5.190 0.26
H -2.790 0.813 -5.313 0.26
H -1.063 -0.836 -1.188 0.37
H -2.076 0.549 -1.428 0.35
H -0.671 1.717 -0.160 -0.09
H 0.601 1.558 -1.355 0.34
H 3.090 0.887 -0.960 0.32
H 6.066 0.587 0.777 0.21
H 6.104 -0.516 -0.398 0.20
H 4.952 -1.842 1.379 0.25
C -6.085 -0.771 0.060 -1.06
C -4.598 -0.479 0.112 -0.05
O -4.076 -0.129 -1.176 -0.29
H -6.289 -1.587 -0.634 0.10
H -6.465 -1.046 1.042 0.33
H -6.641 0.099 -0.289 0.36
H -4.044 -1.357 0.442 0.22
H -4.392 0.340 0.808 0.11
H -4.542 0.660 -1.477 0.20
C 9.772 -0.212 -0.269 -0.82
C 9.428 1.265 -0.248 -0.34
O 8.336 1.548 -1.117 -0.46
H 10.011 -0.527 -1.285 0.22
H 10.623 -0.432 0.378 0.39
H 8.919 -0.811 0.061 0.23
H 10.266 1.868 -0.594 0.31
H 9.179 1.581 0.772 0.26
H 7.591 1.011 -0.832 0.27
C 4.500 5.089 -2.440 -1.09
C 3.723 4.577 -1.241 -0.29
O 3.632 3.155 -1.239 -0.29
H 4.029 4.759 -3.366 0.28
H 4.549 6.179 -2.440 0.36
H 5.520 4.697 -2.434 0.30
H 2.701 4.953 -1.258 0.29
H 4.194 4.909 -0.310 0.28
H 4.529 2.803 -1.210 0.16
C -11.053 -1.029 2.030 -1.09
C -9.569 -0.712 2.038 -0.21
O -9.098 -0.353 0.741 -0.45
H -11.263 -1.841 1.334 0.29
H -11.398 -1.319 3.023 0.33
H -11.631 -0.160 1.704 0.33
H -8.995 -1.585 2.346 0.28
H -9.356 0.102 2.739 0.28
H -9.586 0.425 0.458 0.26
C 9.276 -4.906 -1.717 -1.23
C 9.196 -3.422 -1.413 -0.18
O 7.841 -2.992 -1.261 -0.45
H 8.724 -5.137 -2.628 0.31
H 10.311 -5.224 -1.845 0.35
H 8.832 -5.491 -0.908 0.36
H 9.626 -2.844 -2.229 0.29
H 9.751 -3.186 -0.499 0.28
H 7.461 -3.496 -0.536 0.27
C -0.439 -3.217 2.424 -0.54
C 0.690 -2.942 3.400 -0.22
O 1.965 -3.187 2.816 -0.54
H -0.397 -4.251 2.078 0.36
H -1.412 -3.041 2.888 0.27
H -0.351 -2.571 1.549 -0.14
H 0.613 -3.597 4.267 0.37
H 0.644 -1.904 3.748 0.18
H 2.057 -2.600 2.057 0.27
C -1.182 4.255 1.511 -1.02
C -2.576 3.775 1.870 -0.13
O -2.815 2.458 1.369 -0.39
H -1.046 4.249 0.428 0.22
H -0.992 5.263 1.882 0.43
H -0.437 3.577 1.936 0.22
H -3.331 4.425 1.430 0.31
H -2.711 3.771 2.953 0.15
H -2.160 1.878 1.771 0.18
C -6.396 -2.467 -3.847 -0.72
C -5.052 -2.277 -4.525 -0.29
O -4.489 -1.001 -4.237 -0.37
H -7.093 -1.689 -4.161 0.25
H -6.825 -3.440 -4.089 0.37
H -6.294 -2.395 -2.763 0.02
H -5.162 -2.331 -5.607 0.32
H -4.352 -3.060 -4.212 0.27
H -4.368 -0.942 -3.279 0.23
C -2.804 -0.271 4.894 -0.79
C -2.688 1.129 5.471 -0.38
O -3.151 2.115 4.550 -0.44
H -2.235 -0.348 3.967 0.05
H -2.431 -1.017 5.597 0.37
H -3.845 -0.507 4.660 0.36
H -1.648 1.367 5.685 0.29
H -3.256 1.208 6.404 0.27
H -4.074 1.929 4.354 0.26



78
Properties=species:S:1:pos:R:3:mulliken_charge:R:1 method="wB97M-V/def2-TZVPD" total_charge=+2 molar_mass_da=774.8 homo_energy_ev=-12.75
In -0.383 -0.130 -0.144 0.40
C 1.879 3.006 0.153 -0.98
C 2.542 2.490 -1.115 -0.77
S 2.386 0.671 -1.314 0.07
C 2.298 0.530 -3.136 -0.47
C 1.832 -0.858 -3.534 -1.01
S 0.267 -1.430 -2.789 0.14
C -0.989 -0.759 -3.928 -0.77
C -1.181 0.748 -3.935 -0.89
S -1.718 1.419 -2.313 0.17
C -0.776 2.986 -2.265 -0.34
C -0.737 3.580 -0.865 -1.05
S 0.114 2.608 0.428 0.39
H 1.970 4.092 0.187 0.62
H 2.364 2.580 1.033 0.38
H 3.610 2.711 -1.061 0.54
H 2.134 2.970 -2.002 0.51
H 3.304 0.682 -3.529 0.52
H 1.651 1.317 -3.522 0.03
H 2.564 -1.596 -3.207 0.48
H 1.719 -0.927 -4.614 0.51
H -1.912 -1.263 -3.640 0.27
H -0.708 -1.098 -4.926 0.63
H -1.979 0.981 -4.642 0.56
H -0.276 1.265 -4.253 0.49
H -1.293 3.686 -2.925 0.55
H 0.221 2.806 -2.660 -0.15
H -1.756 3.685 -0.487 0.42
H -0.266 4.564 -0.895 0.57
C -5.322 2.158 6.651 -1.48
C -4.541 1.604 5.504 0.94
C -4.788 0.321 5.023 -0.88
C -4.067 -0.191 3.960 -0.28
C -3.085 0.588 3.372 -0.15
C -2.828 1.875 3.810 -0.54
C -3.556 2.373 4.878 -0.98
S -2.240 -0.086 1.966 1.81
O -2.448 0.824 0.835 -0.65
O -2.655 -1.438 1.727 -0.72
N -0.610 -0.016 2.131 0.24
C 0.071 -0.767 3.016 0.60
C -0.510 -1.486 4.058 -0.44
C 0.275 -2.104 5.029 -1.11
C 1.648 -2.025 4.991 -0.88
C 2.288 -1.364 3.922 0.58
C 3.690 -1.240 3.822 -0.58
C 4.226 -0.590 2.740 -1.25
C 3.367 -0.161 1.721 0.04
N 2.053 -0.225 1.793 0.32
C 1.506 -0.765 2.896 -0.14
H -6.037 1.435 7.033 0.36
H -5.868 3.047 6.340 0.35
H -4.657 2.455 7.460 0.36
H -5.562 -0.278 5.478 0.35
H -4.263 -1.178 3.573 0.55
H -2.079 2.471 3.313 0.56
H -3.372 3.376 5.230 0.44
H -1.585 -1.516 4.137 0.43
H -0.215 -2.636 5.830 0.44
H 2.247 -2.458 5.778 0.44
H 4.321 -1.662 4.592 0.48
H 5.290 -0.438 2.646 0.42
H 3.783 0.256 0.814 0.42
N -5.869 0.117 -1.291 -0.27
C -5.666 -1.028 -1.976 0.11
O -6.301 -1.362 -2.944 -0.59
C -4.491 -1.843 -1.500 -0.11
C -4.524 -3.233 -1.468 -0.37
C -3.373 -3.911 -1.099 -1.01
C -2.219 -3.190 -0.823 -0.74
N -2.188 -1.865 -0.888 0.45
C -3.296 -1.210 -1.195 -0.26
H -6.649 0.699 -1.557 0.24
H -5.394 0.319 -0.427 0.16
H -5.433 -3.761 -1.720 0.53
H -3.365 -4.986 -1.024 0.48
H -1.296 -3.686 -0.554 0.58
H -3.234 -0.132 -1.196 0.92



63
Properties=species:S:1:pos:R:3:mulliken_charge:R:1 method="wB97M-V/def2-TZVPD" spin_multiplicity=6 molar_mass_da=573.6 homo_energy_ev="-8.45 / -8.59"
Co -0.370 0.666 0.478 0.27
C 0.746 -1.788 4.635 -1.15
C 1.631 -0.601 4.334 -0.26
O 2.173 -0.726 2.995 -0.34
P 1.938 0.356 1.844 0.61
S 3.070 -0.045 0.303 -0.29
S -1.134 0.491 2.514 -0.39
O 2.210 1.784 2.522 -0.25
C 3.538 2.102 3.027 -0.33
C 4.058 3.323 2.308 -1.20
H 0.458 -1.779 5.687 0.40
H 1.274 -2.717 4.425 0.32
H -0.162 -1.754 4.034 0.13
H 2.491 -0.570 5.003 0.35
H 1.084 0.339 4.424 0.40
H 4.202 1.248 2.879 0.44
H 3.426 2.280 4.096 0.31
H 4.158 3.122 1.242 0.25
H 5.040 3.593 2.700 0.41
H 3.387 4.169 2.452 0.30
N -2.295 1.427 -0.237 -0.27
H -2.390 1.584 -1.248 -0.11
H -2.515 2.317 0.201 0.29
H -3.056 0.803 0.006 0.26
N 0.730 2.510 -0.042 -0.49
C 0.174 2.719 -1.349 0.60
C 0.470 1.773 -2.318 -0.37
C -0.429 1.565 -3.351 -0.49
C -1.609 2.288 -3.375 -0.60
C -1.764 3.403 -2.557 -0.53
C -0.854 3.629 -1.533 -0.82
S -3.076 1.512 -4.055 1.36
O -2.587 0.555 -5.026 -0.70
O -3.911 2.579 -4.558 -0.72
O -3.555 0.897 -2.808 -0.69
H 0.518 3.266 0.601 0.18
H 1.737 2.360 -0.045 0.15
H 1.339 1.136 -2.189 0.57
H -0.306 0.756 -4.060 0.84
H -2.664 3.997 -2.648 0.42
H -1.031 4.407 -0.798 0.43
C 0.163 -1.479 -1.707 -0.49
N -0.547 -1.269 -0.400 2.34
C -1.995 -1.592 -0.651 -0.99
N -2.174 -2.940 -1.145 0.16
C -1.437 -3.077 -2.405 -0.74
N -0.006 -2.825 -2.209 0.16
C 0.511 -3.769 -1.220 -0.67
N -0.195 -3.648 0.059 0.13
C -0.022 -2.299 0.556 -0.87
C -1.621 -3.884 -0.175 -0.65
H 1.222 -1.272 -1.547 0.15
H -0.251 -0.774 -2.426 -0.42
H -2.379 -0.892 -1.395 0.08
H -2.532 -1.470 0.293 0.16
H -1.836 -2.368 -3.133 0.39
H -1.573 -4.089 -2.786 0.33
H 1.573 -3.574 -1.059 0.35
H 0.391 -4.785 -1.598 0.34
H 1.039 -2.105 0.716 0.19
H -0.559 -2.180 1.497 0.09
H -2.159 -3.784 0.771 0.32
H -1.758 -4.899 -0.550 0.36



29
Properties=species:S:1:pos:R:3:mulliken_charge:R:1 method="wB97M-V/def2-TZVPD" total_charge=+1 relative_energy_kj_mol=0.0 molar_mass_da=183.3 homo_energy_ev=-13.53
C -2.728 2.133 0.016 -1.65
C -2.127 0.804 -0.094 0.76
C -2.797 -0.340 -0.270 -1.06
C -2.123 -1.525 -0.079 0.57
N -2.813 -2.657 0.184 -0.40
C -0.669 -1.493 -0.051 0.69
F -0.046 -2.693 -0.012 -0.34
C 0.019 -0.392 -0.028 -0.55
C 1.421 -0.252 0.036 2.41
C 2.142 -0.973 1.249 -1.36
C 1.799 1.264 0.054 -2.31
C 1.944 -0.855 -1.280 -1.56
N -0.803 0.934 -0.082 -0.15
H -2.034 2.808 -0.468 0.38
H -3.694 2.278 -0.336 0.48
H -2.880 2.451 1.013 0.37
H -3.902 -0.396 -0.197 0.29
H -3.846 -2.655 0.069 0.24
H -2.352 -3.521 0.352 0.21
H 2.632 -1.941 0.983 0.34
H 2.774 -0.168 1.739 0.33
H 1.353 -1.349 1.852 0.37
H 2.809 1.313 -0.158 0.54
H 1.302 1.862 -0.763 0.41
H 1.602 1.718 1.043 0.48
H 2.991 -0.569 -1.496 0.38
H 1.918 -1.990 -1.167 0.39
H 1.339 -0.494 -2.095 0.43
H -0.416 1.837 0.249 0.32



90
Properties=species:S:1:pos:R:3:mulliken_charge:R:1 method="wB97M-V/def2-TZVPD" relative_energy_kj_mol=106.7 molar_mass_da=990.4 homo_energy_ev="-6.38 / -6.32"
Sc -0.371 -0.268 0.329 -0.40
C -1.544 4.346 4.968 -0.70
C -2.886 4.153 4.608 -0.65
C -3.262 3.108 3.782 -0.37
C -2.261 2.268 3.310 0.74
C -2.286 1.109 2.426 -0.46
N -3.412 0.592 1.941 -0.51
C -3.436 -0.469 1.164 -0.08
C -4.673 -1.166 0.813 0.02
C -6.000 -0.928 1.137 -0.13
C -6.948 -1.806 0.633 -0.71
C -6.575 -2.892 -0.166 -0.65
C -5.246 -3.128 -0.484 -0.17
C -4.302 -2.245 0.015 0.23
C -2.848 -2.179 -0.118 -0.18
N -2.158 -3.018 -0.857 -0.52
C -0.835 -3.030 -0.879 -0.11
N -0.006 -2.410 0.010 -0.25
C 1.275 -2.791 -0.253 0.31
N 2.348 -2.475 0.455 -0.41
C 2.332 -1.550 1.402 -0.56
N 1.337 -0.659 1.670 0.16
C 1.780 0.203 2.633 -0.52
N 1.122 1.201 3.192 -0.42
C -0.174 1.404 3.007 -0.15
N -1.020 0.657 2.239 -0.13
C -0.925 2.458 3.669 0.55
C -0.549 3.497 4.511 -0.37
C 3.151 -0.138 2.998 0.43
C 4.054 0.434 3.883 -0.12
C 5.311 -0.140 3.976 -0.74
C 5.656 -1.260 3.207 -0.64
C 4.751 -1.832 2.328 -0.23
C 3.494 -1.251 2.231 0.53
C 1.294 -3.645 -1.436 0.18
C 2.331 -4.193 -2.178 -0.12
C 1.999 -4.879 -3.335 -0.68
C 0.665 -5.015 -3.739 -0.70
C -0.370 -4.474 -2.994 -0.10
C -0.038 -3.788 -1.835 0.16
N -2.376 -1.104 0.584 0.32
H -1.284 5.172 5.618 0.43
H -3.638 4.832 4.989 0.41
H -4.296 2.947 3.503 0.56
H -6.273 -0.086 1.760 0.58
H -7.995 -1.648 0.858 0.41
H -7.341 -3.560 -0.540 0.41
H -4.951 -3.970 -1.099 0.55
H 0.488 3.638 4.792 0.56
H 3.775 1.299 4.474 0.57
H 6.046 0.285 4.649 0.43
H 6.647 -1.686 3.307 0.42
H 5.007 -2.700 1.733 0.56
H 3.360 -4.082 -1.856 0.55
H 2.783 -5.312 -3.945 0.41
H 0.441 -5.546 -4.657 0.41
H -1.404 -4.570 -3.304 0.57
Br 6.513 2.017 0.062 -0.14
C 4.739 1.499 -0.308 -0.24
C 4.483 0.321 -0.978 -1.19
C 3.155 -0.026 -1.175 -0.21
N 2.128 0.718 -0.773 0.70
C 2.399 1.894 -0.204 1.16
C 3.692 2.311 0.086 -1.20
C 1.235 2.796 0.015 0.08
C 1.415 4.175 -0.031 -0.93
C 0.306 4.989 0.078 -0.35
Br 0.510 6.862 0.036 -0.16
C -0.952 4.431 0.193 -1.11
C -1.031 3.052 0.219 -0.78
N 0.027 2.246 0.154 1.41
H 5.282 -0.324 -1.315 0.45
H 2.907 -0.953 -1.681 0.58
H 3.876 3.236 0.614 0.58
H 2.395 4.601 -0.180 0.66
H -1.840 5.042 0.260 0.50
H -1.998 2.569 0.307 0.64
O -0.005 0.965 -2.799 -0.17
B -0.740 0.089 -1.952 0.47
O -1.480 -0.769 -2.808 -0.06
C -1.165 -0.447 -4.100 0.60
C -1.605 -1.022 -5.271 -1.08
C -1.105 -0.492 -6.461 -0.57
C -0.209 0.573 -6.455 -0.56
C 0.225 1.148 -5.260 -1.07
C -0.272 0.612 -4.093 0.51
H -2.305 -1.849 -5.261 0.50
H -1.424 -0.913 -7.406 0.40
H 0.160 0.962 -7.396 0.39
H 0.922 1.977 -5.245 0.50